Record 1
118
Properties=species:S:1:pos:R:3:forces:R:3:lowdin_charge:R:1 method="wB97M-V/def2-TZVPD" gap_ev="5.875 / 5.935" total_charge=-1 homo_ev="-4.977 / -5.011"
Y -0.1957 0.2998 -0.2410 -0.38 -0.60 -0.17 1.512
C 4.7619 -1.0176 -3.1200 0.07 0.03 0.01 -0.091
C 4.6139 0.1231 -2.3440 0.01 0.05 0.03 -0.084
C 3.3508 0.5915 -2.0283 -0.10 0.01 -0.12 -0.042
C 2.2196 -0.0717 -2.5030 0.46 0.01 -0.30 -0.299
C 2.3690 -1.2251 -3.2690 -0.16 0.08 0.04 -0.052
C 3.6390 -1.6912 -3.5713 -0.01 0.03 -0.17 -0.093
N 0.9552 0.4977 -2.2174 0.13 0.10 -0.26 -0.017
C 0.2756 1.0518 -3.2030 -0.13 0.30 0.21 -0.252
C 0.6841 1.0501 -4.5795 0.03 0.00 -0.18 -0.005
C 0.0293 1.7972 -5.5022 0.10 -0.14 0.10 -0.056
C -1.0843 2.6131 -5.1590 -0.13 0.16 0.05 -0.082
C -1.5243 2.6415 -3.8790 -0.09 0.00 -0.03 -0.018
C -0.8917 1.8539 -2.8763 0.15 -0.19 -0.47 -0.243
N -1.2527 1.8737 -1.5923 -0.41 0.99 -0.15 -0.051
N -2.0802 2.7940 -1.2088 -0.13 -0.09 -0.54 0.068
C -2.2018 2.9047 0.1455 0.06 -0.17 0.57 -0.371
C -2.9775 3.9656 0.6473 0.02 -0.06 -0.13 -0.022
C -3.0364 4.1752 2.0050 0.10 -0.13 -0.05 -0.072
C -2.3040 3.3410 2.8512 -0.07 0.02 0.05 -0.063
C -1.5813 2.3093 2.2876 0.05 -0.03 0.19 -0.146
N -1.5491 2.0656 0.9793 -0.05 -0.04 -0.59 0.036
H 5.7524 -1.3898 -3.3506 -0.01 -0.01 -0.02 0.097
H 5.4816 0.6535 -1.9719 0.02 -0.04 0.01 0.103
H 3.2226 1.4720 -1.4098 -0.02 0.01 0.01 0.110
H 1.4871 -1.7618 -3.6017 0.00 0.00 -0.01 0.116
H 3.7463 -2.5950 -4.1576 -0.02 0.01 0.03 0.099
H 1.5294 0.4409 -4.8610 -0.01 0.04 -0.05 0.110
H 0.3595 1.7694 -6.5337 0.03 0.00 0.00 0.106
H -1.5762 3.1955 -5.9263 -0.03 -0.02 0.01 0.096
H -2.3834 3.2243 -3.5797 0.00 0.02 -0.04 0.106
H -3.4895 4.5951 -0.0667 -0.02 0.02 0.02 0.109
H -3.6289 4.9848 2.4123 0.01 0.02 -0.02 0.103
H -2.2935 3.4936 3.9212 0.01 -0.04 0.01 0.100
H -0.9863 1.6456 2.9063 0.04 0.03 -0.06 0.092
C 0.6916 4.5150 -1.1447 0.02 0.05 -0.14 -0.177
N 0.8522 3.2553 -0.4313 0.13 -0.34 0.24 0.045
C 1.5411 3.3047 0.6429 -0.03 0.33 -0.21 -0.124
C 1.7635 2.2050 1.5159 0.26 -0.21 0.50 -0.331
C 2.5512 2.2203 2.6678 -0.13 0.18 -0.27 -0.052
C 2.4648 0.9451 3.2296 -0.10 -0.21 0.14 -0.081
C 1.6299 0.2171 2.3955 0.15 0.08 0.22 -0.208
N 1.1941 0.9590 1.3534 0.64 0.37 0.50 -0.097
C 1.8297 4.8221 -2.0936 0.03 0.00 -0.01 -0.200
C 2.5004 6.0385 -2.0521 -0.04 0.06 0.04 -0.054
C 3.5101 6.3265 -2.9621 0.01 0.03 -0.03 -0.101
C 3.8660 5.3957 -3.9255 0.07 -0.02 0.03 -0.103
C 3.2204 4.1665 -3.9589 -0.04 0.00 0.01 -0.070
C 2.2128 3.8892 -3.0510 -0.02 -0.01 -0.01 -0.028
H 0.5917 5.3477 -0.4363 -0.05 -0.01 -0.03 0.111
H -0.2384 4.4586 -1.7213 -0.02 0.01 0.06 0.104
H 2.0044 4.2457 0.9724 -0.03 0.01 -0.04 0.133
H 3.1265 3.0610 3.0256 -0.02 0.03 0.01 0.096
H 2.9453 0.5877 4.1264 0.01 -0.04 -0.02 0.091
H 1.3431 -0.8135 2.4933 -0.01 0.03 0.02 0.064
H 2.2331 6.7798 -1.3067 -0.04 -0.03 0.02 0.103
H 4.0172 7.2827 -2.9161 0.00 0.00 0.00 0.095
H 4.6519 5.6169 -4.6370 0.00 0.01 0.01 0.095
H 3.4951 3.4192 -4.6931 0.01 0.00 0.00 0.105
H 1.7124 2.9345 -3.0770 0.01 -0.05 -0.02 0.084
O -3.7111 -1.3876 -0.3394 -0.15 -0.15 0.20 -0.083
N -3.9575 -0.0391 -0.4399 -0.26 0.00 -0.37 0.043
C -4.3106 0.4922 0.6582 0.08 0.07 0.07 -0.148
C -4.5104 -0.1881 1.9487 0.05 -0.42 0.00 -0.199
C -5.7242 0.0728 2.5894 0.05 0.05 -0.10 -0.040
C -6.1024 -0.6232 3.7188 -0.02 -0.02 0.05 -0.082
C -5.2535 -1.5945 4.2282 -0.06 -0.02 0.04 -0.073
C -4.0276 -1.8224 3.6310 0.03 0.07 -0.05 -0.090
C -3.6195 -1.1306 2.4903 -0.01 0.49 -0.08 -0.266
P -1.8541 -1.3402 1.8961 -0.72 -0.93 0.57 1.133
C -1.8354 -3.1432 1.5030 0.15 0.01 -0.03 -0.340
C -2.0473 -4.1410 2.4562 0.02 0.01 -0.02 -0.105
C -2.0518 -5.4766 2.0923 -0.03 -0.01 0.17 -0.079
C -1.8391 -5.8449 0.7738 0.00 -0.03 -0.13 -0.075
C -1.6042 -4.8700 -0.1789 0.01 -0.01 0.03 -0.058
C -1.5923 -3.5335 0.1885 0.00 0.13 0.02 -0.096
C -1.0937 -1.3257 3.5826 0.11 0.17 -0.08 -0.373
C -1.4455 -0.3385 4.5050 0.02 0.01 -0.01 -0.114
C -0.7786 -0.2308 5.7150 -0.04 0.00 0.01 -0.076
C 0.2550 -1.1036 6.0237 0.07 0.03 0.02 -0.086
C 0.6013 -2.1003 5.1260 0.01 0.03 0.01 -0.066
C -0.0731 -2.2095 3.9190 -0.16 -0.06 -0.03 -0.117
H -3.7245 -1.7182 -1.2601 0.47 0.20 0.00 0.079
H -4.6233 1.5273 0.5733 0.23 0.09 0.01 0.113
H -6.3817 0.8218 2.1632 -0.01 -0.01 0.00 0.113
H -7.0523 -0.4174 4.1953 0.00 0.00 0.00 0.101
H -5.5349 -2.1598 5.1075 0.01 -0.01 0.00 0.103
H -3.3600 -2.5381 4.0830 -0.03 0.04 0.06 0.088
H -2.1740 -3.8926 3.4996 0.02 -0.03 -0.01 0.086
H -2.2105 -6.2333 2.8512 0.00 0.00 0.00 0.100
H -1.8338 -6.8904 0.4936 0.01 -0.01 0.01 0.104
H -1.3989 -5.1342 -1.2050 0.03 -0.02 -0.08 0.114
H -1.3687 -2.7968 -0.5657 -0.05 0.10 -0.12 0.075
H -2.2556 0.3470 4.2853 -0.01 -0.01 0.00 0.099
H -1.0671 0.5355 6.4240 0.00 0.03 -0.03 0.101
H 0.7939 -0.9954 6.9566 -0.02 -0.04 0.02 0.099
H 1.4087 -2.7856 5.3513 -0.02 -0.02 0.00 0.109
H 0.1855 -2.9980 3.2312 0.06 0.04 0.01 0.084
F 3.2653 -2.3712 2.6758 -0.11 -0.04 -0.11 0.115
C 2.8296 -3.2084 1.7198 0.37 0.16 0.14 -0.633
F 3.8311 -4.0484 1.4466 -0.18 0.05 0.02 0.129
F 1.8230 -3.9007 2.2466 -0.08 -0.04 -0.41 0.124
S 2.4746 -2.1890 0.1495 0.53 -0.65 0.35 0.613
O 1.0432 -1.8672 0.1661 -0.14 0.04 -0.10 -0.386
O 3.3663 -1.0946 0.3254 0.18 0.01 -0.15 -0.242
N 2.9431 -3.1278 -1.0079 -0.64 0.21 0.32 -0.270
S 2.1088 -4.4174 -1.4177 0.51 -0.47 -0.24 0.588
O 1.6437 -5.1778 -0.2958 -0.13 -0.03 0.31 -0.273
O 1.2399 -4.2470 -2.5374 -0.12 0.25 -0.09 -0.256
C 3.5128 -5.4310 -2.1089 0.01 0.08 0.05 -0.659
F 4.5863 -5.4360 -1.3160 -0.12 0.03 -0.01 0.131
F 3.0899 -6.6953 -2.2402 -0.01 0.12 -0.02 0.124
F 3.8852 -4.9924 -3.3166 -0.02 -0.01 0.13 0.122
F -1.2407 -1.0146 -2.0732 -0.03 -0.10 0.42 -0.032
B -1.9344 -1.5090 -3.3016 0.07 0.43 0.37 -1.214
F -2.3706 -0.3984 -3.9974 -0.02 -0.10 -0.02 0.160
F -3.0181 -2.2418 -2.7901 -0.24 -0.29 -0.15 0.112
F -1.0566 -2.2767 -4.0175 0.01 -0.06 0.05 0.170


Record 2
18
Properties=species:S:1:pos:R:3:forces:R:3:lowdin_charge:R:1 method="wB97M-V/def2-TZVPD" gap_ev=10.061 smiles="C1=C[C@H]2CC[C@@H](C1)O2" homo_ev=-9.041
C 1.8870 0.1446 -0.1060 0.66 2.11 1.91 -0.090
C 1.0373 1.2155 0.0416 2.89 0.02 -0.70 -0.008
C -0.3903 1.0837 0.6070 3.99 -3.08 0.91 -0.401
C -1.4178 0.7347 -0.2887 -5.24 1.58 -6.62 -0.108
C -1.6821 -0.9921 -0.1356 2.98 2.04 -4.05 0.028
C -0.1815 -0.9896 0.2835 0.21 -1.00 1.41 -0.318
C 1.4025 -1.2453 0.1998 -2.17 -1.39 0.03 -0.088
O -0.3664 -0.1131 1.3675 1.82 0.62 2.01 -0.073
H 3.0071 0.3077 -0.3131 -1.99 -0.28 0.08 0.131
H 1.5623 2.1658 -0.2531 -1.27 -0.59 0.47 0.117
H -0.6567 1.7734 1.2527 -0.85 4.09 2.88 0.104
H -2.3030 1.5153 -0.2243 1.16 -2.02 0.15 0.135
H -0.9437 1.0809 -1.3870 -1.80 -1.59 2.11 0.169
H -1.7223 -1.4346 -1.1528 -0.36 0.53 0.28 0.101
H -2.5302 -1.3070 0.3719 -0.99 -0.47 1.80 0.063
H 0.0656 -0.3926 -0.5166 -0.46 0.66 -2.05 0.026
H 1.4829 -1.6862 -0.7658 0.62 -1.43 -0.62 0.103
H 1.7493 -1.8609 1.0189 0.80 0.21 -0.01 0.110


Let's list strongest force on any atom in order: 1.31, 8.59 eV/Å.
Let's list energy above the lowest of the compared OMol25 structures with the same formula, charge and spin in order: 5.3, 164.3 kcal/mol.